DFT (wB97M-V/def2-TZVPD) results for a 9-piece molecular cluster, C40H66N9O overall at a distorted geometry.

Geometry as XYZ:
```
116
Properties=species:S:1:pos:R:3:forces:R:3
C -2.298 2.746 1.488 0.66 -1.05 -0.39
C -1.275 1.896 0.692 -1.00 -0.68 -0.39
N -0.800 0.580 1.303 0.72 -0.92 -0.19
C 0.123 0.970 2.474 -0.28 -1.05 -0.43
C -1.908 -0.437 1.857 0.46 -0.20 -1.03
C -2.976 -1.003 0.820 0.80 0.93 0.78
C -0.020 -0.251 0.184 1.15 0.62 -0.41
C 1.202 0.482 -0.508 -1.73 0.29 2.39
O 0.721 1.523 -1.321 -0.37 -0.32 -0.28
C 1.774 2.257 -1.829 0.67 0.45 -0.66
H -1.817 3.243 2.331 -0.27 0.15 -0.06
H -3.140 2.139 1.822 0.11 -0.12 0.21
H -2.744 3.438 0.775 0.32 0.31 0.13
H -0.362 2.430 0.428 -0.26 0.09 0.20
H -1.712 1.577 -0.254 -0.13 0.23 0.00
H 0.829 1.723 2.124 -0.07 -0.19 0.05
H 0.623 0.076 2.849 0.21 -0.07 -0.30
H -0.428 1.349 3.335 -0.42 0.19 -0.43
H -2.259 0.083 2.749 -0.64 -0.13 -0.33
H -1.309 -1.271 2.223 0.12 0.07 0.01
H -3.500 -1.884 1.192 -0.08 0.34 1.00
H -2.572 -1.480 -0.074 0.57 0.62 -0.23
H -3.708 -0.240 0.556 0.10 -0.18 -0.07
H -0.709 -0.617 -0.577 -0.42 0.57 0.18
H 0.398 -1.164 0.607 -0.11 0.21 0.72
H 1.937 -0.189 -0.953 -0.47 -0.19 -0.41
H 1.733 0.929 0.332 0.50 0.14 0.12
H 2.397 1.603 -2.439 0.32 0.16 -0.24
H 2.403 2.714 -1.065 0.20 -0.15 0.59
H 1.437 3.108 -2.421 -0.44 -0.31 -0.21
C 5.145 2.271 0.979 1.11 0.00 1.10
C 6.380 1.298 0.908 0.15 1.64 -0.89
C 6.037 0.057 0.103 -0.46 -0.52 0.14
C 4.782 -0.552 0.564 -3.31 -1.45 0.61
N 3.761 -1.039 0.899 3.06 1.57 -1.05
H 4.657 2.478 0.026 -0.46 -1.08 -0.10
H 5.380 3.302 1.245 0.87 0.01 0.43
H 4.548 1.942 1.829 -0.83 -0.09 -0.62
H 6.887 1.105 1.854 -0.61 -0.06 0.19
H 7.124 1.832 0.318 0.30 -0.11 -0.02
H 6.742 -0.775 0.099 0.50 0.34 0.22
H 5.953 0.380 -0.935 -0.38 -0.27 -0.12
C 4.135 -1.693 -4.352 -0.03 -0.02 0.07
C 3.478 -1.363 -2.966 1.65 1.49 -1.85
C 2.707 -2.440 -2.342 -0.24 -0.47 0.80
C 3.511 -3.610 -2.093 1.54 -3.30 0.00
N 4.154 -4.570 -1.911 -1.37 2.27 -0.30
H 3.544 -2.286 -5.050 -0.65 0.11 0.27
H 5.043 -2.293 -4.296 0.09 0.05 0.62
H 4.424 -0.804 -4.912 -0.11 0.22 0.23
H 2.773 -0.535 -3.039 0.06 0.24 -0.45
H 4.262 -1.003 -2.300 0.15 -0.07 0.11
H 1.853 -2.598 -3.000 -0.25 -0.62 0.50
H 2.473 -2.103 -1.332 -0.81 -0.02 0.00
C 3.615 -5.346 2.842 -0.69 -0.47 0.04
C 2.517 -5.842 3.854 1.82 1.67 -0.46
C 1.166 -5.113 3.608 0.13 -2.30 -0.65
C 1.205 -3.664 3.562 -0.11 0.94 0.00
N 1.204 -2.511 3.462 -0.06 -0.95 0.09
H 3.367 -5.645 1.824 -0.22 0.09 -0.12
H 4.578 -5.824 3.025 -0.03 0.12 0.33
H 3.732 -4.262 2.852 0.05 -0.01 0.11
H 2.908 -5.555 4.830 -0.25 -0.23 0.25
H 2.542 -6.929 3.781 -0.90 0.11 0.11
H 0.369 -5.552 4.209 0.07 0.67 0.76
H 0.819 -5.495 2.648 0.09 0.50 -0.58
N 3.712 6.135 -0.725 -1.07 -0.19 -1.59
C 4.719 5.397 -1.267 -2.15 1.23 0.77
C 4.254 4.991 -2.553 0.92 -0.18 -1.85
C 3.021 5.508 -2.845 -0.27 1.10 1.98
C 2.637 6.247 -1.673 2.05 -0.69 0.74
H 3.749 6.572 0.184 -0.14 0.06 0.01
H 5.621 5.295 -0.681 0.20 -0.37 -0.41
H 4.893 4.560 -3.310 0.03 -0.43 0.23
H 2.402 5.558 -3.729 0.37 -0.48 -0.17
H 1.754 6.846 -1.506 0.12 0.01 0.28
N -4.618 -2.434 3.982 -1.05 -0.64 -0.11
C -4.702 -3.641 3.299 -0.31 1.58 0.68
C -3.432 -4.151 3.287 -1.72 -1.71 -1.87
C -2.569 -3.266 3.868 0.46 2.09 3.05
C -3.368 -2.223 4.438 1.09 -1.02 -1.30
H -5.408 -1.838 4.185 0.16 -0.19 0.01
H -5.666 -3.974 2.943 0.26 -0.15 -0.07
H -3.302 -5.120 2.830 0.68 0.05 0.07
H -1.557 -3.458 4.194 0.07 0.11 -0.32
H -3.193 -1.417 5.135 0.37 -0.05 -0.22
N -3.757 -3.105 -2.665 0.71 -0.68 0.51
C -3.618 -2.042 -3.459 -1.96 1.84 -1.38
C -2.336 -1.606 -3.488 0.85 1.23 -0.70
C -1.626 -2.471 -2.706 0.50 -2.80 3.01
C -2.514 -3.399 -2.158 -0.01 -0.22 -0.38
H -4.603 -3.652 -2.608 0.27 0.07 0.20
H -4.493 -1.584 -3.896 0.06 -0.13 -0.20
H -1.817 -0.780 -3.952 -0.79 0.18 -0.38
H -0.612 -2.519 -2.337 0.28 0.41 -0.57
H -2.371 -4.277 -1.546 0.13 0.16 -0.01
N -7.208 0.873 0.445 1.27 0.93 0.13
C -6.351 0.987 -0.632 -0.99 -0.53 -0.10
C -5.798 -0.266 -0.830 0.32 1.57 -1.00
C -6.218 -1.077 0.211 0.07 -0.93 1.66
C -6.993 -0.323 1.070 -0.99 -0.15 -0.71
H -7.812 1.617 0.765 0.26 -0.19 0.12
H -6.285 1.915 -1.181 -0.09 -0.22 -0.13
H -5.140 -0.510 -1.651 0.03 -0.11 0.13
H -5.889 -2.088 0.396 -0.11 0.01 0.01
H -7.510 -0.510 1.999 0.06 -0.37 -0.18
N -1.931 5.662 -2.287 1.78 -0.02 -1.02
C -3.240 5.753 -1.996 0.23 -1.74 1.42
C -3.584 4.425 -1.759 -3.31 1.34 -0.08
C -2.629 3.528 -2.193 1.86 0.57 0.56
C -1.516 4.336 -2.430 -0.54 0.57 -0.44
H -1.312 6.444 -2.450 -0.29 -0.15 -0.17
H -3.784 6.669 -1.822 0.23 -0.10 0.00
H -4.553 4.210 -1.333 -0.13 -0.39 -0.32
H -2.731 2.454 -2.218 0.24 0.12 -0.05
H -0.531 4.163 -2.836 -0.12 -0.22 0.08
```
Positions in Å, forces in eV/Å.

Computed properties:
Molar mass ... 689.03 g mol⁻¹
DFT total energy ... -57988.006 eV
2S+1 ... 2
Total charge ... +2
Lowest unoccupied orbital energy (alpha / beta) ... -5.92 / -9.63 eV
Expectation value of S² ... 0.765



DFT (wB97M-V/def2-TZVPD) results for C40H67BN5O2P2STb as an isolated structure at a distorted geometry.

Geometry as XYZ:
```
119
Properties=species:S:1:pos:R:3:forces:R:3
Tb 0.452 0.370 -0.672 -0.06 -0.24 -0.74
C -2.956 -3.802 2.979 0.03 0.13 -0.18
C -3.858 -3.303 1.843 0.28 -0.01 -0.22
C -4.173 -4.515 0.961 0.04 0.19 -0.02
C -5.143 -2.750 2.459 0.17 0.02 -0.12
P -2.771 -2.086 0.814 -0.90 0.35 0.19
C -2.647 -0.556 1.970 -0.08 -0.45 -0.41
N -1.351 -0.570 2.568 0.35 -0.09 -0.24
B -0.028 -0.285 1.891 -0.21 -0.91 1.66
N 0.941 -1.046 2.750 -0.14 -0.22 -0.64
C 2.255 -1.515 2.436 0.23 -0.06 -0.37
P 2.313 -2.351 0.746 0.41 -0.40 0.67
C 1.583 -4.115 1.096 0.03 0.33 -0.26
C 0.498 -3.988 2.162 0.12 0.13 -0.13
C 0.896 -4.500 -0.220 0.01 0.08 0.12
C 2.530 -5.237 1.515 -0.05 0.23 -0.07
C 4.213 -2.504 0.540 -0.26 0.05 -0.14
C 5.007 -3.196 1.650 -0.20 -0.04 -0.12
C 4.736 -1.064 0.426 -0.32 0.06 -0.04
C 4.477 -3.213 -0.792 -0.17 0.04 0.16
C 0.307 -1.339 3.931 -0.06 0.11 0.28
C 0.828 -1.839 5.110 0.13 0.03 -0.15
C -0.023 -2.035 6.192 -0.15 -0.11 0.24
C -1.369 -1.743 6.100 0.02 -0.11 0.20
C -1.911 -1.244 4.918 0.09 0.18 -0.08
C -1.076 -1.041 3.834 0.01 -0.03 0.38
C -3.853 -1.528 -0.692 0.31 -0.16 0.18
C -3.440 -2.471 -1.832 -0.04 0.07 0.16
C -5.373 -1.498 -0.562 0.21 -0.09 0.03
C -3.392 -0.129 -1.087 0.27 -0.32 0.25
H -3.522 -4.454 3.646 -0.13 -0.06 0.03
H -2.558 -2.985 3.573 0.02 -0.10 0.05
H -2.123 -4.375 2.582 0.11 -0.01 -0.01
H -4.612 -5.310 1.565 -0.06 -0.07 0.10
H -3.259 -4.905 0.513 0.06 -0.07 -0.06
H -4.875 -4.282 0.164 -0.08 0.00 -0.09
H -5.529 -3.467 3.184 -0.03 -0.08 0.05
H -5.918 -2.582 1.721 -0.11 0.06 -0.07
H -4.963 -1.820 2.992 -0.06 0.10 0.10
H -3.420 -0.570 2.740 -0.01 0.06 -0.11
H -2.767 0.360 1.381 -0.08 -0.10 0.05
H 2.605 -2.213 3.206 0.02 0.18 -0.07
H 2.957 -0.671 2.369 0.11 -0.18 0.12
H -0.222 -3.218 1.890 -0.09 0.02 0.06
H 0.908 -3.754 3.140 0.01 0.03 0.11
H -0.027 -4.939 2.250 -0.05 -0.15 -0.06
H 0.180 -3.724 -0.489 -0.05 0.01 -0.09
H 0.355 -5.441 -0.121 -0.04 -0.17 0.10
H 1.622 -4.618 -1.021 0.08 -0.01 -0.18
H 3.019 -5.009 2.457 0.13 -0.01 0.12
H 3.281 -5.454 0.760 0.14 0.00 -0.03
H 1.950 -6.149 1.659 -0.11 -0.07 0.02
H 4.701 -2.853 2.634 0.01 0.03 0.17
H 6.060 -2.945 1.521 0.13 0.02 0.01
H 4.922 -4.276 1.610 0.00 -0.09 0.05
H 4.957 -0.653 1.409 0.01 0.09 0.08
H 4.003 -0.407 -0.063 0.24 -0.07 0.07
H 5.660 -1.052 -0.155 0.10 -0.01 -0.03
H 3.992 -4.186 -0.832 -0.04 -0.14 -0.07
H 5.548 -3.370 -0.926 0.12 0.03 -0.02
H 4.114 -2.611 -1.623 -0.04 0.04 -0.12
H 1.884 -2.043 5.210 0.07 -0.03 -0.02
H 0.380 -2.414 7.120 0.04 -0.02 0.09
H -2.010 -1.899 6.955 -0.06 0.00 0.06
H -2.968 -1.020 4.873 -0.06 0.04 -0.09
H -3.626 -3.514 -1.590 0.01 -0.11 -0.03
H -2.374 -2.345 -2.030 -0.01 -0.06 -0.03
H -3.983 -2.226 -2.745 -0.10 0.04 -0.12
H -5.791 -2.495 -0.451 -0.10 -0.05 0.08
H -5.798 -1.069 -1.471 -0.05 0.06 -0.10
H -5.682 -0.880 0.277 -0.10 0.04 0.08
H -2.290 -0.078 -1.102 -0.44 0.05 -0.02
H -3.770 0.631 -0.406 0.12 0.07 0.01
H -3.757 0.113 -2.085 -0.04 -0.01 -0.21
C -3.924 4.229 -1.832 -0.16 0.37 0.55
N -3.446 3.265 -2.778 0.92 -0.80 -0.27
C -3.970 2.993 -4.006 0.21 -0.65 -0.85
C -3.199 2.049 -4.592 -0.64 0.39 -0.18
N -2.162 1.726 -3.718 -1.26 0.66 0.72
C -2.341 2.480 -2.579 0.43 0.41 1.34
S -1.503 2.506 -1.113 -0.72 0.52 -0.78
C -1.065 0.963 -4.064 2.74 -0.62 0.47
C -1.073 0.193 -5.242 -0.71 0.34 0.55
C 0.113 -0.177 -5.812 1.46 0.47 0.66
C 1.309 0.279 -5.201 -1.01 -0.71 -1.01
C 1.221 0.829 -3.951 0.08 0.24 0.61
N 0.078 1.088 -3.295 -1.68 0.37 -2.04
H -4.685 4.845 -2.310 0.05 -0.08 0.00
H -3.096 4.856 -1.494 -0.11 -0.08 -0.06
H -4.345 3.732 -0.954 0.05 0.04 -0.09
H -4.838 3.490 -4.390 -0.13 0.07 -0.04
H -3.287 1.632 -5.571 0.03 -0.10 -0.17
H -2.010 -0.093 -5.696 -0.08 0.07 -0.05
H 0.140 -0.779 -6.707 -0.03 0.03 -0.14
H 2.264 0.134 -5.678 0.14 -0.06 0.02
H 2.115 1.099 -3.392 -0.07 -0.17 0.01
O -0.446 2.201 1.305 1.00 -1.25 0.10
C 0.024 1.209 1.802 -0.93 2.22 0.30
C 1.438 -2.194 -2.985 0.06 -0.02 0.06
O 0.252 -1.846 -2.271 -0.34 -0.28 -0.37
H 1.237 -2.283 -4.056 0.04 0.00 0.05
H 2.146 -1.383 -2.820 0.10 -0.12 0.01
H 1.849 -3.128 -2.602 0.11 0.03 0.00
H -0.378 -2.572 -2.400 0.10 0.33 0.26
C 4.399 3.057 -1.171 -0.27 -0.09 0.20
C 3.105 2.527 -0.528 0.25 0.18 0.10
C 1.982 3.537 -0.848 0.16 -0.38 0.11
C 3.296 2.498 1.005 -0.15 -0.13 -0.35
C 2.713 1.140 -1.020 0.40 0.27 -0.44
H 4.677 4.013 -0.730 0.10 0.18 0.03
H 4.256 3.208 -2.239 0.01 -0.02 -0.18
H 5.223 2.362 -1.025 0.10 -0.12 0.02
H 2.264 4.536 -0.519 0.01 0.19 0.08
H 1.059 3.258 -0.337 -0.02 0.14 -0.01
H 1.790 3.567 -1.920 -0.08 0.01 -0.10
H 3.447 3.506 1.389 0.00 0.14 0.11
H 4.164 1.897 1.273 0.06 -0.10 0.04
H 2.415 2.066 1.488 0.10 0.08 0.08
H 3.462 0.814 -1.766 0.00 -0.08 0.08
```
Positions in Å, forces in eV/Å.

Computed properties:
Molar mass ... 913.76 g mol⁻¹
DFT total energy ... -106632.212 eV
2S+1 ... 7
Total charge ... 0
Lowest unoccupied orbital energy (alpha / beta) ... -0.42 / -0.39 eV
Expectation value of S² ... 13.072